C34H35Cl3N3O7P2Pt | ωB97M-V with the def2-TZVPD basis set

HOMO energy: -0.41818 Eh
LUMO energy: -4.33 eV
E: -4190.009685 Ha
net charge: +1
orbital gap: 0.2590 hartree
relative energy (zero: lowest compared OMol25 entry of this formula, charge and spin): 1.334 eV

Geometry (Å):
Pt1 0.8249 -0.2641 0.5802
O1 4.1094 -1.0825 -1.8470
C1 3.1783 -1.2860 -1.1128
O2 2.3107 -0.3367 -0.8166
C2 2.9358 -2.6299 -0.4653
C3 3.0431 -2.5278 1.0670
C4 3.3033 -3.9175 1.6395
C5 1.9162 -4.5828 1.4749
C6 1.1070 -3.4698 0.8218
O3 1.6522 -2.2780 1.4613
C7 1.4915 -3.2187 -0.6370
C8 0.4887 -2.2828 -1.3449
O4 0.3249 -2.3080 -2.5274
O5 -0.2626 -1.4976 -0.5231
H1 3.6951 -3.2872 -0.8806
H2 3.6784 -1.7333 1.4504
H3 3.6153 -3.8711 2.6809
H4 4.0849 -4.4205 1.0740
H5 1.4829 -4.8200 2.4451
H6 1.9296 -5.4915 0.8762
H7 0.0490 -3.5308 1.0113
H8 1.5367 -4.1413 -1.2118
C9 -4.5001 -2.9997 2.4219
C10 -4.5946 -1.7042 2.9130
C11 -3.5515 -0.8134 2.7352
C12 -2.3803 -1.2080 2.0750
C13 -2.3019 -2.5031 1.5893
C14 -3.3539 -3.3934 1.7547
P1 -1.0172 0.0218 2.0684
C15 -2.0086 1.4887 1.6910
C16 -2.0181 2.6645 2.4319
C17 -2.9088 3.6770 2.1006
C18 -3.7940 3.5150 1.0441
C19 -3.7874 2.3392 0.3040
C20 -2.8939 1.3304 0.6218
C21 -0.4616 -0.0338 3.7900
C22 -1.2280 0.5297 4.8112
C23 -0.9002 0.2929 6.1356
C24 0.1727 -0.5290 6.4541
C25 0.9216 -1.1090 5.4434
C26 0.6109 -0.8629 4.1141
H9 -5.3217 -3.6916 2.5494
H10 -5.4874 -1.3811 3.4313
H11 -3.6625 0.1927 3.1151
H12 -1.4405 -2.8097 1.0320
H13 -3.2763 -4.3924 1.3465
H14 -1.3126 2.8117 3.2374
H15 -2.9116 4.5940 2.6747
H16 -4.4921 4.3042 0.7986
H17 -4.4785 2.2075 -0.5182
H18 -2.9047 0.4040 0.0563
H19 -2.0904 1.1405 4.5854
H20 -1.4957 0.7389 6.9210
H21 0.4206 -0.7169 7.4903
H22 1.7568 -1.7527 5.6857
H23 1.2042 -1.3268 3.3402
C27 2.4415 3.2742 -2.7781
N1 2.5338 3.7075 -1.3828
C28 1.4650 4.6644 -1.0981
N2 0.1375 4.1447 -1.4137
C29 0.0999 3.7035 -2.8062
N3 1.1308 2.7201 -3.1155
C30 0.9159 1.4349 -2.4678
P2 0.9455 1.7151 -0.6400
C31 2.5470 2.5958 -0.4404
C32 -0.2736 3.0808 -0.5006
H24 3.2142 2.5325 -2.9812
H25 2.6150 4.1451 -3.4108
H26 1.6356 5.5509 -1.7100
H27 1.5045 4.9508 -0.0462
H28 0.2574 4.5737 -3.4441
H29 -0.8824 3.2835 -3.0269
H30 1.7060 0.7381 -2.7315
H31 -0.0445 0.9993 -2.7520
H32 3.3570 1.9033 -0.6707
H33 2.6709 2.9812 0.5664
H34 -0.3062 3.4419 0.5236
H35 -1.2555 2.7213 -0.7873
Cl1 2.0653 2.1092 5.1459
C33 2.8844 2.1079 3.5813
Cl2 4.2787 1.0346 3.6305
Cl3 3.4203 3.7512 3.1829
C34 1.8343 1.6900 2.5133
O6 2.1049 0.5920 1.9000
O7 0.8641 2.3946 2.3248

Cartesian forces (eV/Å) of the 2 atoms listed first:
0.3231 -0.2835 0.9172
-0.0733 0.0871 0.0309

C7H17OPSi | ωB97M-V with the def2-TZVPD basis set

HOMO energy: -0.30487 Eh
LUMO energy: 0.42 eV
E: -982.894596 Ha
SMILES: C/C(O)=P/[Si](C)(C)C.C=C
orbital gap: 0.3204 hartree
relative energy (zero: lowest compared OMol25 entry of this formula, charge and spin): 2.197 eV

Geometry (Å):
C1 1.1816 -0.1477 -1.5928
C2 2.4029 0.4483 -2.2022
C3 3.0959 -0.4351 3.3200
C4 -2.1938 -1.8137 -0.4261
C5 -2.4766 1.2813 -1.2137
C6 -2.2621 0.6093 1.6588
C7 3.0963 0.0181 2.0764
O1 0.5507 -1.0097 -2.3992
Si1 -1.6494 0.0595 -0.0527
P1 0.5137 0.7507 -0.2816
H1 2.5578 1.3547 -1.7867
H2 2.1577 0.5512 -3.2205
H3 3.2913 -0.1890 -2.1533
H4 3.8334 0.0500 4.0277
H5 2.2962 -1.1675 3.3739
H6 -0.3030 -1.1544 -2.0852
H7 -1.9595 -2.5733 0.1874
H8 -3.3159 -1.8632 -0.3899
H9 -2.0291 -2.0302 -1.5541
H10 -3.6052 1.3359 -0.9822
H11 -1.9719 2.2049 -1.0777
H12 -2.2983 0.8843 -2.1492
H13 -1.7229 1.5570 1.8488
H14 -3.3011 0.8498 1.6474
H15 -2.2167 -0.1122 2.5280
H16 3.8556 0.8072 1.6656
H17 2.4723 -0.2660 1.2329

Cartesian forces (eV/Å) of the 2 atoms listed first:
-1.3571 1.9506 0.6039
0.0094 -3.5369 -0.4337

C33H49BKN9S | ωB97M-V with the def2-TZVPD basis set

HOMO energy: -0.29098 Eh
LUMO energy: 0.34 eV
E: -2802.820775 Ha
orbital gap: 0.3034 hartree

Geometry (Å):
K1 0.0162 0.0247 0.0006
C1 5.0857 2.4018 0.0024
C2 4.2413 1.1753 0.0120
C3 4.6767 -0.1337 0.0305
C4 3.5064 -0.9051 0.0335
N1 2.4467 -0.1068 0.0175
N2 2.8893 1.1582 0.0046
B1 2.0171 2.4263 -0.0023
N3 1.1711 2.5399 -1.2996
N4 0.3845 1.5791 -1.8064
C5 -0.1034 2.0175 -2.9626
C6 0.3880 3.3015 -3.2187
C7 1.1972 3.5981 -2.1404
C8 1.9560 4.8615 -1.9444
C9 -1.0330 1.2017 -3.8223
C10 -0.4095 -0.1726 -4.0748
C11 -1.2797 1.9126 -5.1589
C12 -2.3814 1.0262 -3.1187
N5 1.1712 2.5423 1.2947
N6 0.3919 1.5785 1.8070
C13 -0.0852 2.0122 2.9685
C14 0.4050 3.2975 3.2227
C15 1.2021 3.5983 2.1372
C16 1.9547 4.8647 1.9347
C17 -1.0030 1.1919 3.8367
C18 -2.3610 1.0214 3.1506
C19 -1.2281 1.8939 5.1816
C20 -0.3765 -0.1839 4.0735
C21 3.4256 -2.4095 0.0564
C22 1.9708 -2.8787 0.0500
C23 4.1183 -2.9315 1.3232
C24 4.1430 -2.9740 -1.1779
H1 6.1356 2.1179 0.0071
H2 4.8813 3.0159 0.8782
H3 4.8851 3.0000 -0.8851
H4 5.6936 -0.4774 0.0409
H5 2.7432 3.3539 -0.0039
H6 0.2032 3.9408 -4.0593
H7 1.7560 5.5340 -2.7758
H8 3.0285 4.6807 -1.8965
H9 1.6535 5.3507 -1.0211
H10 0.5422 -0.0655 -4.5891
H11 -1.0656 -0.7839 -4.6910
H12 -0.2396 -0.6785 -3.1271
H13 -0.3417 2.1341 -5.6622
H14 -1.8142 2.8470 -4.9984
H15 -1.8820 1.2868 -5.8161
H16 -2.2490 0.5174 -2.1693
H17 -3.0549 0.4430 -3.7452
H18 -2.8344 1.9985 -2.9332
H19 0.2273 3.9331 4.0674
H20 1.7581 5.5376 2.7663
H21 1.6437 5.3512 1.0131
H22 3.0273 4.6875 1.8793
H23 -2.8162 1.9950 2.9779
H24 -3.0259 0.4342 3.7825
H25 -2.2414 0.5190 2.1962
H26 -1.7645 2.8297 5.0371
H27 -0.2812 2.1109 5.6701
H28 -1.8195 1.2636 5.8442
H29 -0.2173 -0.6849 3.1215
H30 -1.0254 -0.7984 4.6943
H31 0.5812 -0.0794 4.5775
H32 1.4505 -2.4929 0.9238
H33 1.9280 -3.9664 0.0689
H34 1.4681 -2.5243 -0.8473
H35 3.6661 -2.4896 2.2082
H36 5.1756 -2.6793 1.3149
H37 4.0290 -4.0147 1.3894
H38 3.7074 -2.5646 -2.0865
H39 4.0559 -4.0591 -1.2072
H40 5.1997 -2.7201 -1.1584
C25 -4.9532 -3.0363 -0.0002
N7 -5.1784 -1.6219 0.0062
C26 -6.3747 -0.9622 0.0079
C27 -6.1173 0.3588 0.0125
N8 -4.7416 0.5378 0.0130
C28 -4.1589 -0.7146 0.0101
S1 -2.5908 -1.2174 0.0136
C29 -4.1139 1.7897 0.0162
C30 -4.8739 2.9644 0.0272
C31 -4.2101 4.1763 0.0287
C32 -2.8237 4.1910 0.0182
C33 -2.1646 2.9722 0.0074
N9 -2.7909 1.8092 0.0068
H41 -5.9083 -3.5527 -0.0062
H42 -4.3753 -3.3212 0.8813
H43 -4.3692 -3.3121 -0.8807
H44 -7.3168 -1.4688 0.0073
H45 -6.8111 1.1689 0.0136
H46 -5.9495 2.9570 0.0343
H47 -4.7772 5.0957 0.0368
H48 -2.2731 5.1182 0.0190
H49 -1.0875 2.9230 -0.0022

Cartesian forces (eV/Å) of the 2 atoms listed first:
-1.3333 -1.5500 -0.0040
-0.1709 0.0420 -0.0015

C32H33N2O2PtS2SbSi | ωB97M-V with the def2-TZVPD basis set

HOMO energy (spin up / spin down): -0.00094 / 0.03567 Eh
LUMO energy (spin up / spin down): 4.22 / 4.23 eV
E: -2944.696517 Ha
net charge: -2
orbital gap (spin up / spin down): 0.1559 / 0.1198 hartree
relative energy (zero: lowest compared OMol25 entry of this formula, charge and spin): 2.886 eV

Geometry (Å):
Pt1 0.0565 -1.2091 -0.5010
S1 -1.1147 0.8866 0.1196
C1 -2.7900 0.4409 -0.1098
C2 -3.7920 1.3515 0.2517
C3 -5.1386 1.0505 0.1178
C4 -5.5171 -0.1884 -0.3872
C5 -4.5408 -1.1034 -0.7489
C6 -3.1756 -0.8189 -0.6261
S2 -2.0321 -2.0517 -1.1194
H1 -3.4868 2.3129 0.6512
H2 -5.8911 1.7751 0.4147
H3 -6.5665 -0.4445 -0.4974
H4 -4.8190 -2.0779 -1.1357
C7 4.7679 1.6431 -1.1899
N1 4.1328 0.4883 -0.5891
C8 4.8547 -0.3062 0.2535
C9 4.2652 -1.4011 0.7946
C10 2.9219 -1.6661 0.4886
O1 2.3995 -2.7775 0.9165
N2 2.1758 -0.8269 -0.2545
C11 2.7573 0.2767 -0.7980
O2 2.1582 1.0993 -1.4790
H5 5.6679 1.3412 -1.7306
H6 5.0339 2.3920 -0.4395
H7 4.0566 2.0897 -1.8781
H8 5.8702 0.0045 0.4486
H9 4.8088 -2.0803 1.4337
C12 -2.9480 6.9411 1.2679
C13 -3.2487 6.0182 0.2757
C14 -2.2954 5.0868 -0.1172
C15 -1.0310 5.0544 0.4664
C16 -0.7469 5.9867 1.4634
C17 -1.6929 6.9194 1.8645
Sb1 0.4391 3.6170 -0.3143
C18 0.8896 2.8268 1.6486
C19 -0.0732 2.8538 2.6540
C20 0.1562 2.2385 3.8741
C21 1.3539 1.5754 4.1099
C22 2.3204 1.5378 3.1188
C23 2.0823 2.1566 1.8968
C24 1.9777 5.2043 -0.1203
C25 3.0424 5.1928 0.7809
C26 4.0292 6.1715 0.7524
C27 3.9708 7.1990 -0.1794
C28 2.9122 7.2345 -1.0792
C29 1.9398 6.2456 -1.0493
H10 -3.6912 7.6672 1.5779
H11 -4.2291 6.0198 -0.1874
H12 -2.5429 4.3593 -0.8845
H13 0.2313 5.9825 1.9336
H14 -1.4595 7.6312 2.6495
H15 -1.0260 3.3309 2.4662
H16 -0.6133 2.2520 4.6374
H17 1.5225 1.0734 5.0556
H18 3.2531 1.0103 3.2852
H19 2.8361 2.0795 1.1212
H20 3.0964 4.4109 1.5290
H21 4.8508 6.1312 1.4605
H22 4.7375 7.9648 -0.2006
H23 2.8529 8.0335 -1.8110
H24 1.1178 6.2841 -1.7602
C30 1.2844 -5.2322 0.7554
Si1 0.9209 -3.3862 0.2766
C31 1.3317 -3.6832 -1.6567
C32 -0.3350 -3.0633 1.7337
H25 2.2968 -5.5218 0.4554
H26 0.5836 -5.9042 0.2489
H27 1.1820 -5.4025 1.8326
H28 1.3144 -4.7549 -1.9279
H29 2.3461 -3.3038 -1.8335
H30 0.6564 -3.1571 -2.3230
H31 0.1379 -3.3780 2.6765
H32 -1.2500 -3.6418 1.5802
H33 -0.6138 -2.0145 1.8183

Cartesian forces (eV/Å) of the 2 atoms listed first:
0.6958 0.7182 0.0492
-0.0476 -0.1469 -0.0006